# 1
# C46H53BiF3N7O5P2S

C46H53BiF3N7O5P2S as an isolated structure at a distorted geometry (ωB97M-V/def2-TZVPD, the OMol25 dataset).

Structure (XYZ):
```
118
Properties=species:S:1:pos:R:3:forces:R:3
Bi -2.00330 -0.90051 -0.12252 0.2462 0.1867 -0.2426
O -3.01784 -5.00985 0.42999 0.0645 -0.1504 -0.0427
C -2.66906 -3.95054 -0.06062 -0.1539 -0.0245 0.1316
N -3.07699 -2.72119 0.31441 0.0072 0.0797 0.1251
C -4.25005 -2.46468 1.01326 -0.5113 -0.0597 0.0339
C -4.82268 -3.30315 1.95832 0.1015 -0.0319 0.0363
C -6.01874 -2.94769 2.56095 -0.0605 -0.0139 0.0268
C -6.65906 -1.77547 2.20526 -0.0325 0.0393 0.1379
C -6.09414 -0.92560 1.26562 -0.0672 0.0573 0.0549
C -4.88541 -1.25287 0.67536 -0.4101 -0.2314 0.2101
N -4.19598 -0.41585 -0.21519 0.0848 -0.0747 -0.2779
C -4.80490 0.41394 -1.06969 0.0232 -0.2026 0.1869
O -6.00538 0.59395 -1.22621 -0.1675 0.0846 -0.1545
C -3.83339 1.22847 -1.88076 -0.2250 0.3704 -0.4134
C -4.15602 1.57912 -3.18783 0.0950 0.0238 0.0927
C -3.27526 2.37652 -3.89682 0.0905 -0.0374 0.1406
C -2.10694 2.80106 -3.27546 -0.0845 -0.0059 0.0387
C -1.87748 2.40727 -1.96852 0.2658 0.2587 -0.1860
N -2.71848 1.64699 -1.27905 -0.1292 -0.1741 -0.0043
C -1.82245 -3.93274 -1.30247 0.0890 -0.7126 -0.4611
C -1.11282 -5.06462 -1.68989 -0.0627 0.1704 0.0933
C -0.52536 -5.08305 -2.94272 -0.0420 0.1211 0.0492
C -0.69045 -3.98563 -3.77605 -0.1464 -0.0410 0.0774
C -1.39266 -2.89441 -3.28872 0.1454 -0.1177 -0.4494
N -1.93611 -2.86572 -2.08593 -0.1627 0.0594 0.1761
H -4.32482 -4.22481 2.20988 0.0346 -0.0391 0.0026
H -6.44295 -3.59532 3.31525 -0.0703 -0.0499 0.0061
H -7.59728 -1.50834 2.66860 -0.0952 0.0268 0.0298
H -6.59506 -0.01588 0.97814 -0.0514 0.0648 -0.0405
H -5.08370 1.22695 -3.61128 -0.0741 -0.0135 0.0135
H -3.49233 2.66999 -4.91349 -0.0129 -0.0068 -0.0738
H -1.39370 3.42948 -3.78659 0.0743 0.0141 -0.0329
H -0.98059 2.70419 -1.43992 0.2003 0.0518 -0.0555
H -1.05445 -5.89855 -1.00994 -0.0003 -0.0892 0.0591
H 0.04178 -5.94161 -3.27471 -0.0087 -0.0471 0.0001
H -0.29893 -3.98624 -4.78205 0.0851 0.0773 -0.0369
H -1.55686 -2.00828 -3.89050 0.1225 0.0364 -0.1114
C 1.71221 1.57610 2.09278 -0.0816 0.0646 -0.3606
P 2.23774 1.94469 0.35614 0.4074 0.7502 0.8868
C 3.27509 0.45623 0.13156 0.1429 -0.0326 0.1498
N 4.06703 0.07802 1.09259 -0.0089 0.1561 0.1299
C 4.72553 -1.09510 0.93751 0.1391 -0.3355 -0.5716
C 5.51683 -1.60225 1.98407 0.1649 -0.1535 0.0055
C 6.18669 -2.78295 1.81511 -0.0535 0.2772 0.2345
C 6.08630 -3.49838 0.61205 -0.0321 -0.0701 -0.3501
C 5.32423 -3.03186 -0.42362 0.1102 -0.0878 0.1126
C 4.61971 -1.82170 -0.28055 0.2282 0.4013 0.6442
N 3.80598 -1.38462 -1.26521 0.0844 -0.0129 -0.3306
C 3.10683 -0.30577 -1.05415 0.2055 -0.1999 -0.0220
P 1.64098 0.00328 -2.11031 -0.0683 0.1468 -1.6652
C 1.69945 -1.62038 -2.98443 -0.0471 0.1346 0.0110
C 2.33953 1.10087 -3.51544 -0.1370 -0.0848 0.3010
C 1.55575 0.78096 -4.78932 0.0737 -0.0270 0.1959
C 3.83421 0.90704 -3.73755 -0.1831 0.0463 0.0154
C 2.03280 2.54564 -3.12850 0.0863 -0.1719 -0.0060
C 3.61105 3.25011 0.68733 -0.2457 -0.0415 -0.1575
C 2.94311 4.60803 0.44434 0.0572 -0.2073 -0.0301
C 4.19948 3.21231 2.09404 -0.0808 -0.0905 -0.1336
C 4.75682 3.05702 -0.30789 -0.2131 -0.0920 0.0302
H 2.53730 1.15493 2.65836 0.0386 0.0516 0.0908
H 0.92309 0.83146 2.02632 -0.1167 -0.0083 0.1234
H 1.34256 2.48262 2.56901 -0.0131 0.0697 0.0907
H 5.56910 -1.04430 2.90635 0.0162 0.0834 0.0861
H 6.80491 -3.17201 2.60990 0.0187 -0.0446 0.1088
H 6.62257 -4.42934 0.50880 0.0374 -0.1077 -0.0295
H 5.22843 -3.57837 -1.34879 -0.0453 -0.0352 -0.1043
H 2.67391 -1.77749 -3.44481 -0.0347 -0.0782 -0.0343
H 0.91355 -1.67868 -3.73294 -0.0011 0.1166 0.0037
H 1.54258 -2.39893 -2.24221 0.0243 -0.0323 -0.1902
H 1.84012 -0.18212 -5.20311 -0.0285 -0.1073 -0.0551
H 1.74618 1.54075 -5.54691 0.0454 0.1187 -0.0834
H 0.48455 0.77369 -4.58086 -0.1407 -0.0299 -0.0706
H 4.06244 -0.11785 -4.02032 0.0603 -0.1231 -0.0156
H 4.39382 1.13297 -2.83139 0.1090 0.0566 0.0010
H 4.18356 1.56536 -4.53363 0.0729 0.0822 -0.1175
H 2.58808 2.82827 -2.23813 -0.0679 0.1615 0.0124
H 0.96902 2.64335 -2.90922 -0.0423 0.1302 0.0424
H 2.29346 3.22689 -3.93800 0.0708 0.1137 -0.1195
H 2.12120 4.76025 1.14485 -0.0993 0.0815 0.0676
H 2.54382 4.67272 -0.56703 -0.0505 0.0302 -0.0937
H 3.66028 5.41799 0.57792 0.0743 0.0950 0.0736
H 3.47061 3.50506 2.84637 -0.0441 -0.0024 0.1174
H 5.03487 3.91170 2.14444 0.0787 0.1053 0.0407
H 4.57121 2.21605 2.32026 0.0449 -0.0374 0.1058
H 4.38729 2.96978 -1.32754 0.0854 0.0115 -0.1440
H 5.32260 2.15879 -0.06670 0.0679 -0.0274 -0.0502
H 5.43446 3.91058 -0.26407 0.0460 0.0813 0.0048
F 2.22243 -1.43753 2.80881 -0.0593 0.1759 -0.1948
C 1.73454 -2.56613 2.28207 0.0866 -0.0239 0.1575
F 2.73887 -3.43756 2.20563 0.0018 -0.0356 -0.1907
F 0.86022 -3.04949 3.17145 -0.2861 -0.0965 -0.1558
S 0.96157 -2.27896 0.56830 0.5480 -0.4328 1.3041
O -0.39834 -2.77013 0.71648 -0.2714 -0.1774 0.0696
O 1.80420 -3.05586 -0.27923 0.0987 -0.2733 -0.1602
O 0.96190 -0.84196 0.39843 -0.1452 -0.0092 0.3463
C -1.35735 2.77959 1.85946 0.8480 -0.0946 -0.0149
N -2.80489 3.03398 1.84695 -0.1406 0.1483 -0.3021
C -3.19320 3.87459 2.98855 -0.2071 0.4522 0.5576
C -3.57595 1.74088 1.75677 -0.4667 -0.8796 0.0334
C -3.05772 0.63564 2.63801 -0.0595 0.1942 0.1730
C -3.37482 0.65116 3.99733 0.0287 0.1009 -0.1221
C -2.88553 -0.32054 4.84876 0.0346 -0.0271 0.1103
C -2.11020 -1.34602 4.33566 0.0256 0.1108 -0.0244
C -1.85649 -1.39979 2.97497 0.0730 0.0116 0.1066
C -2.31180 -0.41867 2.10455 0.1174 0.2085 0.0060
H -0.80689 3.71906 1.82885 -0.1282 0.0439 -0.0613
H -1.07737 2.16094 1.00904 -0.0669 0.0086 -0.0367
H -1.10615 2.24356 2.77203 -0.0648 0.0140 -0.0429
H -3.03246 3.54137 0.98623 0.0769 -0.1217 0.1025
H -2.96282 3.35107 3.91506 0.0056 -0.0531 -0.1235
H -4.25866 4.09437 2.94974 0.0124 -0.1237 -0.0698
H -2.64241 4.81505 2.97017 0.0600 -0.1014 -0.1120
H -3.50079 1.41690 0.72045 -0.0133 0.3381 0.2960
H -4.62043 1.95581 1.99090 0.0569 0.1949 -0.0562
H -4.03076 1.41794 4.39163 -0.0475 0.0610 0.0230
H -3.11466 -0.28031 5.90320 -0.0617 -0.0262 0.0853
H -1.71285 -2.10739 4.98761 0.0172 -0.1443 0.0846
H -1.30426 -2.22831 2.56657 0.0103 -0.1666 0.1218
```
Positions in Å, forces in eV/Å.

Values from the calculation:
LUMO level: -0.0158 Ha
Orbital gap: 6.97 eV
Multiplicity: 1
E: -112636.368 eV
Strongest force on any atom: 1.67 eV/Å
E_HOMO: -7.40 eV

Here are the Mulliken charges for atoms 1 to 5, given in e: Bi 1.901; O -0.736; C 0.098; N 0.320; C -0.204


# 2
# C3H3N3O

One molecule with the formula C3H3N3O at a distorted geometry (ωB97M-V/def2-TZVPD, the OMol25 dataset).

Structure (XYZ):
```
10
Properties=species:S:1:pos:R:3:forces:R:3
O -1.53723 1.22636 0.00067 0.2903 -0.0503 -0.3931
C -0.46728 0.42766 0.03025 0.5523 -0.4343 -0.1078
C -0.06180 -0.13964 1.23720 0.0262 0.0354 -0.1251
N 0.88498 -1.07236 1.27535 -0.2107 0.0938 0.0349
N 1.52128 -1.47166 0.19495 0.3089 0.0639 0.2246
C 1.33090 -0.88684 -1.00172 0.1973 -0.3663 0.5063
N 0.30139 0.07566 -1.02000 0.1260 -0.8252 0.0597
H -1.67436 1.61125 -0.87473 0.0061 -0.0259 -0.0166
H -0.52434 0.11377 2.18663 -0.0509 0.0704 -0.2808
H 0.22647 0.11580 -2.02860 -1.2454 1.4385 0.0980
```
Positions in Å, forces in eV/Å.

Values from the calculation:
Energy relative to the best compared isomer or geometry (same formula, charge and spin): 4.125 eV
LUMO level: -0.0101 Ha
Orbital gap: 8.30 eV
Multiplicity: 1
E: -9673.329 eV
Strongest force on any atom: 1.91 eV/Å
E_HOMO: -8.57 eV

Here are the Mulliken charges for atoms 1 to 5, given in e: O -0.441; C 0.645; C -0.344; N -0.227; N -0.318


# 3
# C5H7NO3

A 2-piece molecular cluster, C5H7NO3 overall at a distorted geometry (ωB97M-V/def2-TZVPD, the OMol25 dataset).

Structure (XYZ):
```
16
Properties=species:S:1:pos:R:3:forces:R:3
C -2.44460 -0.90931 -0.24399 -0.1938 0.1794 -0.2074
C 2.19616 0.46043 -0.87530 0.1947 -0.1286 -0.1039
C -0.25762 -0.14925 -0.54846 0.2694 -1.4398 -1.2218
C -0.03864 1.54618 1.24850 0.1519 0.4522 0.7209
C 1.23243 -0.42130 -0.14834 -0.2702 0.4489 0.4411
O -1.09447 -0.86353 0.20260 0.2026 0.1588 0.2305
N 0.23205 1.16410 2.31274 -0.3359 0.2480 -0.0952
O -0.54398 0.38912 -1.59046 0.0206 0.0666 0.5543
O 1.52003 -1.25204 0.67283 -0.1017 0.1200 -0.3753
H 0.27964 0.79309 3.23661 0.1548 -0.0831 0.0440
H -2.99567 -1.44802 0.52150 0.0131 0.0075 -0.0399
H -2.50366 -1.42937 -1.20350 -0.0186 0.0578 0.1065
H -2.83644 0.10242 -0.36536 -0.0222 -0.0871 0.0120
H 2.25285 0.11766 -1.91077 0.0540 0.0656 -0.0159
H 1.82177 1.48154 -0.89773 -0.0399 0.0178 -0.0188
H 3.18014 0.41828 -0.41086 -0.0786 -0.0840 -0.0311
```
Positions in Å, forces in eV/Å.

Values from the calculation:
Energy relative to the best compared isomer or geometry (same formula, charge and spin): 3.015 eV
LUMO level: 0.0077 Ha
Orbital gap: 9.79 eV
Multiplicity: 1
E: -12929.169 eV
Strongest force on any atom: 1.91 eV/Å
E_HOMO: -9.58 eV

Here are the Mulliken charges for atoms 1 to 5, given in e: C -0.673; C -1.114; C 0.511; C -0.137; C 0.722


# 4
# C4H14N3

A 2-piece molecular cluster, C4H14N3 overall at a distorted geometry (ωB97M-V/def2-TZVPD, the OMol25 dataset).

Structure (XYZ):
```
21
Properties=species:S:1:pos:R:3:forces:R:3
C -1.56415 -1.31407 -0.35191 1.8409 -0.6895 -0.9420
C -0.50099 -1.55163 0.48727 -1.9750 -0.0243 -1.0093
N -0.39725 -0.84505 1.74328 -2.8173 -0.1473 -0.7411
N -1.54608 -1.70890 -1.75726 1.4218 0.3406 1.4828
H -2.47714 -0.87095 0.07525 0.4216 0.2268 -0.6064
H 0.20045 -2.38311 0.40009 0.1776 0.6449 -0.7441
H 0.16224 -1.40915 2.27212 1.8605 -1.5743 2.2976
H -1.33354 -0.87436 2.20738 0.9631 0.4299 -0.2493
H -0.55933 -1.71969 -2.11904 -1.5090 -0.1962 0.5999
H -2.07851 -1.12149 -2.38406 -0.3400 -0.0603 0.3094
C 2.47908 2.04219 -0.18940 -0.6878 -0.3798 0.5732
C 1.09415 1.48847 -0.59166 0.4937 -0.2642 -0.7356
N 0.11600 1.32615 0.53131 2.4085 1.7548 0.6526
H 3.16114 2.04060 -1.05049 -0.3161 -0.1101 0.2846
H 2.38998 3.06817 0.17409 0.0605 -0.0314 -0.0377
H 2.90247 1.42562 0.62835 -0.0467 0.2965 -0.5142
H 0.58180 2.14388 -1.30693 0.3770 -0.2174 -0.0509
H 1.21013 0.47578 -1.02442 -0.1655 0.5991 0.0914
H 0.31366 0.49846 1.18205 -0.5471 0.4334 0.1155
H -0.76154 1.11391 0.15129 -1.7055 -0.4454 -0.7233
H 0.03094 2.21713 1.04718 0.0848 -0.5858 -0.0531
```
Positions in Å, forces in eV/Å.

Values from the calculation:
Net charge: +1
Energy relative to the best compared isomer or geometry (same formula, charge and spin): 2.070 eV
LUMO level: -0.1063 Ha
Orbital gap: 8.96 eV
Multiplicity: 1
E: -8837.953 eV
Strongest force on any atom: 3.35 eV/Å
E_HOMO: -11.85 eV

Here are the Mulliken charges for atoms 1 to 5, given in e: C -0.334; C -0.355; N -0.587; N -0.587; H 0.387


- Which value of LUMO level does entry 1 give?
  -0.0158 Ha